# 1
111
Properties=species:S:1:pos:R:3 method="wB97M-V/def2-TZVPD" max_force_ev_per_a=3.5 multiplicity=2 orbital_gap_ev="5.6 / 4.1" s_squared=0.76 charge=-1
Ba -1.914 0.788 -1.077
S -0.263 3.180 -2.120
P -0.124 3.401 -0.091
C -1.276 2.666 0.857
P -2.835 3.286 1.004
S -4.288 2.485 -0.171
C -3.383 3.071 2.732
C -2.468 2.671 3.693
C -2.866 2.507 5.010
C -4.180 2.745 5.370
C -5.103 3.140 4.409
C -4.707 3.295 3.094
C -2.991 5.097 0.766
C -3.257 5.589 -0.505
C -3.305 6.951 -0.736
C -3.082 7.840 0.304
C -2.806 7.358 1.573
C -2.760 5.992 1.803
C 1.489 2.684 0.431
C 2.695 3.215 -0.012
C 3.896 2.702 0.442
C 3.904 1.638 1.337
C 2.706 1.096 1.772
C 1.503 1.623 1.327
C 0.294 5.160 0.240
C 0.620 5.498 1.551
C 0.987 6.789 1.871
C 1.018 7.766 0.881
C 0.676 7.438 -0.419
C 0.316 6.137 -0.739
H -1.452 2.467 3.378
H -2.150 2.178 5.751
H -4.493 2.608 6.397
H -6.135 3.311 4.685
H -5.424 3.575 2.332
H -3.433 4.887 -1.312
H -3.511 7.320 -1.732
H -3.115 8.907 0.123
H -2.619 8.046 2.388
H -2.536 5.620 2.795
H 2.688 4.049 -0.704
H 4.828 3.136 0.106
H 4.844 1.239 1.697
H 2.702 0.271 2.472
H 0.554 1.242 1.686
H 0.579 4.733 2.320
H 1.243 7.041 2.893
H 1.300 8.781 1.129
H 0.683 8.197 -1.191
H 0.053 5.867 -1.754
C 7.870 -9.868 1.107
O 6.507 -10.015 0.778
C 5.786 -8.886 0.517
C 4.415 -9.069 0.330
C 3.603 -7.995 0.051
C 4.132 -6.706 -0.047
C 5.497 -6.535 0.146
C 6.329 -7.610 0.424
C 3.229 -5.597 -0.341
N 1.922 -5.695 -0.405
C 1.476 -4.431 -0.696
C 2.537 -3.563 -0.815
N 3.662 -4.321 -0.588
C 2.394 -2.186 -1.152
C 3.461 -1.307 -1.370
C 3.190 -0.016 -1.734
C 1.854 0.387 -1.827
N 0.835 -0.415 -1.606
C 1.079 -1.702 -1.308
C -0.065 -2.614 -1.195
N -1.286 -2.110 -1.429
C -2.320 -2.917 -1.369
C -2.227 -4.282 -1.071
C -0.987 -4.815 -0.832
C 0.131 -3.975 -0.899
H 8.224 -10.861 1.375
H 8.000 -9.193 1.959
H 8.449 -9.495 0.256
H 4.012 -10.066 0.410
H 2.540 -8.128 -0.090
H 5.945 -5.551 0.096
H 7.383 -7.438 0.566
H 4.613 -4.001 -0.588
H 4.483 -1.647 -1.259
H 3.976 0.699 -1.919
H 1.597 1.405 -2.090
H -3.290 -2.468 -1.538
H -3.122 -4.880 -1.012
H -0.847 -5.859 -0.588
F -2.661 -0.543 0.513
P -2.984 -1.392 1.986
F -3.290 -2.206 3.326
F -1.819 -0.525 2.672
F -4.102 -2.220 1.154
F -4.062 -0.268 2.334
F -1.876 -2.477 1.516
C -5.139 -0.003 -2.825
C -4.108 -0.625 -3.691
C -4.305 -1.606 -4.715
C -3.061 -1.901 -5.205
C -2.137 -1.090 -4.467
C -0.661 -1.055 -4.625
N -2.794 -0.337 -3.569
H -6.144 -0.184 -3.203
H -4.972 1.072 -2.732
H -5.087 -0.406 -1.806
H -5.257 -2.013 -5.012
H -2.795 -2.598 -5.983
H -0.379 -1.144 -5.676
H -0.208 -1.895 -4.089
H -0.253 -0.139 -4.206

---

# 2
99
Properties=species:S:1:pos:R:3 method="wB97M-V/def2-TZVPD" max_force_ev_per_a=0.9 multiplicity=3 orbital_gap_ev="7.5 / 8.8" s_squared=2.01
V -0.636 -0.260 0.488
O -1.641 -0.327 2.062
C -1.035 -0.498 3.312
C 0.130 0.514 3.463
C 1.353 0.233 2.632
C 2.635 0.301 3.161
C 3.717 -0.003 2.352
C 3.509 -0.371 1.031
C 2.214 -0.404 0.542
C 1.899 -0.747 -0.881
C 0.988 -2.005 -1.065
O -0.129 -1.946 -0.223
C 1.824 -3.235 -0.708
C 2.662 -3.852 -1.631
C 3.468 -4.916 -1.253
C 3.447 -5.375 0.056
C 2.610 -4.767 0.980
C 1.802 -3.705 0.602
C 0.487 -2.041 -2.513
C -0.704 -2.714 -2.777
C -1.224 -2.758 -4.060
C -0.566 -2.126 -5.106
C 0.620 -1.458 -4.856
C 1.145 -1.419 -3.570
N 1.186 -0.087 1.345
C -0.564 -1.949 3.468
C 0.540 -2.305 4.238
C 0.916 -3.635 4.372
C 0.190 -4.631 3.740
C -0.914 -4.286 2.972
C -1.286 -2.959 2.837
C -2.068 -0.189 4.405
C -3.340 0.246 4.061
C -4.274 0.535 5.048
C -3.949 0.395 6.387
C -2.679 -0.044 6.738
C -1.750 -0.335 5.754
H 0.440 0.597 4.505
H -0.279 1.488 3.176
H 2.771 0.571 4.200
H 4.721 0.034 2.754
H 4.333 -0.636 0.383
H 2.844 -0.906 -1.401
H 1.413 0.118 -1.346
H 2.678 -3.512 -2.660
H 4.108 -5.393 -1.985
H 4.074 -6.207 0.353
H 2.576 -5.122 2.003
H 1.129 -3.246 1.317
H -1.222 -3.188 -1.955
H -2.152 -3.286 -4.245
H -0.979 -2.154 -6.107
H 1.144 -0.955 -5.660
H 2.066 -0.875 -3.404
H 1.127 -1.547 4.741
H 1.783 -3.888 4.971
H 0.482 -5.668 3.840
H -1.482 -5.055 2.465
H -2.136 -2.690 2.226
H -3.587 0.355 3.015
H -5.263 0.872 4.764
H -4.679 0.621 7.153
H -2.415 -0.166 7.781
H -0.772 -0.701 6.043
N -0.775 1.386 -0.441
P -0.764 2.455 -1.542
C 0.833 2.568 -2.416
C 1.004 2.195 -3.743
C 2.276 2.152 -4.302
C 3.384 2.480 -3.538
C 3.222 2.856 -2.208
C 1.956 2.897 -1.653
C -1.962 2.196 -2.888
C -2.270 0.881 -3.222
C -3.111 0.606 -4.290
C -3.657 1.646 -5.028
C -3.359 2.962 -4.698
C -2.510 3.236 -3.636
C -1.052 4.131 -0.909
C -0.589 5.276 -1.552
C -0.852 6.530 -1.021
C -1.577 6.644 0.158
C -2.033 5.505 0.807
C -1.770 4.252 0.276
H 0.146 1.921 -4.346
H 2.397 1.858 -5.337
H 4.373 2.445 -3.975
H 4.085 3.114 -1.607
H 1.833 3.175 -0.611
H -1.836 0.067 -2.650
H -3.333 -0.422 -4.545
H -4.318 1.433 -5.859
H -3.788 3.776 -5.268
H -2.287 4.265 -3.385
H -0.008 5.192 -2.463
H -0.487 7.416 -1.523
H -1.780 7.622 0.575
H -2.592 5.592 1.730
H -2.103 3.353 0.782

---

# 3
98
Properties=species:S:1:pos:R:3 method="wB97M-V/def2-TZVPD" max_force_ev_per_a=1.4 multiplicity=3 orbital_gap_ev="8.4 / 8.7" s_squared=2.01
Ni -0.110 -0.675 -0.287
O 1.023 -0.450 -1.715
C 0.810 -0.726 -3.053
C -0.717 -0.735 -3.377
C -1.488 -1.849 -2.742
C -2.150 -2.776 -3.534
C -2.908 -3.765 -2.936
C -2.955 -3.817 -1.558
C -2.244 -2.883 -0.809
C -2.269 -3.051 0.688
C -1.994 -1.810 1.560
O -0.697 -1.344 1.344
C -2.089 -2.304 3.019
C -1.026 -3.052 3.520
C -1.051 -3.539 4.817
C -2.143 -3.283 5.636
C -3.201 -2.534 5.147
C -3.176 -2.048 3.845
C -2.999 -0.679 1.296
C -2.788 0.541 1.939
C -3.613 1.628 1.707
C -4.681 1.516 0.828
C -4.911 0.306 0.195
C -4.078 -0.783 0.427
N -1.547 -1.900 -1.396
C 1.489 -2.043 -3.435
C 1.068 -2.837 -4.495
C 1.765 -3.989 -4.837
C 2.897 -4.357 -4.127
C 3.325 -3.569 -3.068
C 2.623 -2.424 -2.723
C 1.421 0.439 -3.868
C 0.993 1.731 -3.577
C 1.533 2.835 -4.216
C 2.530 2.661 -5.167
C 2.964 1.381 -5.469
C 2.413 0.276 -4.828
H -1.101 0.212 -2.989
H -0.863 -0.741 -4.456
H -2.087 -2.712 -4.611
H -3.460 -4.479 -3.533
H -3.541 -4.572 -1.052
H -3.223 -3.492 0.981
H -1.485 -3.770 0.937
H -0.160 -3.219 2.891
H -0.216 -4.117 5.196
H -2.168 -3.662 6.650
H -4.050 -2.320 5.785
H -4.006 -1.458 3.478
H -1.966 0.636 2.638
H -3.417 2.566 2.212
H -5.325 2.364 0.636
H -5.744 0.205 -0.490
H -4.286 -1.710 -0.090
H 0.206 -2.554 -5.084
H 1.420 -4.600 -5.662
H 3.446 -5.249 -4.402
H 4.209 -3.846 -2.508
H 2.950 -1.803 -1.900
H 0.231 1.871 -2.820
H 1.183 3.828 -3.962
H 2.966 3.518 -5.665
H 3.745 1.236 -6.205
H 2.770 -0.713 -5.081
C 5.451 2.140 -0.144
C 4.435 2.279 -1.080
C 3.112 2.119 -0.697
C 2.792 1.820 0.625
C 3.815 1.660 1.554
C 5.139 1.832 1.172
Sb 0.739 1.362 1.093
C -0.129 3.335 0.942
C -0.496 4.099 2.044
C -1.078 5.348 1.871
C -1.329 5.833 0.596
C -1.001 5.061 -0.509
C -0.404 3.822 -0.333
C 0.985 1.250 3.226
C 0.620 0.088 3.898
C 0.740 0.004 5.279
C 1.252 1.075 5.997
C 1.658 2.223 5.328
C 1.523 2.313 3.951
H 6.484 2.259 -0.445
H 4.673 2.499 -2.113
H 2.326 2.213 -1.438
H 3.585 1.394 2.576
H 5.928 1.719 1.906
H -0.339 3.724 3.047
H -1.335 5.944 2.738
H -1.784 6.806 0.465
H -1.217 5.422 -1.507
H -0.143 3.232 -1.203
H 0.253 -0.759 3.335
H 0.423 -0.898 5.788
H 1.341 1.014 7.074
H 2.080 3.051 5.884
H 1.852 3.208 3.436

---

# 4
107
Properties=species:S:1:pos:R:3 method="wB97M-V/def2-TZVPD" max_force_ev_per_a=0.6 orbital_gap_ev=4.7 charge=+3
Zr -0.261 0.515 -0.061
C -2.521 -0.461 1.775
N -2.539 0.167 0.419
C -3.256 1.463 0.511
C -2.406 2.498 1.193
C -2.967 3.640 1.734
C -2.133 4.614 2.263
C -0.761 4.409 2.241
C -0.272 3.234 1.708
N -1.076 2.284 1.195
C -3.213 -0.747 -0.553
C -2.370 -1.096 -1.751
C -2.978 -1.594 -2.890
C -2.184 -2.060 -3.927
C -0.806 -2.009 -3.789
C -0.272 -1.448 -2.646
N -1.035 -0.986 -1.637
C -1.509 -1.576 1.849
C -1.661 -2.650 2.709
C -0.674 -3.624 2.735
C 0.437 -3.492 1.911
C 0.537 -2.380 1.101
N -0.420 -1.435 1.079
H -3.518 -0.837 2.026
H -2.271 0.314 2.510
H -4.208 1.331 1.039
H -3.486 1.795 -0.507
H -4.040 3.769 1.731
H -2.547 5.519 2.685
H -0.074 5.140 2.640
H 0.793 3.038 1.678
H -4.162 -0.308 -0.869
H -3.463 -1.676 -0.031
H -4.056 -1.637 -2.951
H -2.635 -2.466 -4.821
H -0.141 -2.374 -4.557
H 0.800 -1.370 -2.527
H -2.544 -2.731 3.327
H -0.774 -4.482 3.385
H 1.218 -4.236 1.894
H 1.392 -2.211 0.453
Se 5.430 -0.837 -4.465
P 3.997 0.651 -4.418
C 2.811 0.536 -5.797
C 3.338 0.486 -7.090
C 2.517 0.275 -8.182
C 1.155 0.077 -8.004
C 0.625 0.091 -6.725
C 1.447 0.317 -5.630
C 4.639 2.343 -4.337
C 5.154 2.937 -5.489
C 5.671 4.220 -5.444
C 5.699 4.921 -4.245
C 5.226 4.323 -3.087
C 4.703 3.039 -3.135
C 2.916 0.596 -2.914
C 1.843 1.317 -2.434
N 1.466 0.724 -1.281
N 2.269 -0.333 -1.059
N 3.125 -0.424 -2.025
P 0.884 2.803 -2.758
Se -1.127 2.243 -2.057
C 0.844 3.348 -4.445
C 1.930 4.094 -4.914
C 1.946 4.514 -6.231
C 0.878 4.217 -7.068
C -0.214 3.504 -6.592
C -0.235 3.064 -5.280
C 1.570 4.088 -1.721
C 1.202 5.405 -1.985
C 1.665 6.423 -1.170
C 2.492 6.131 -0.093
C 2.858 4.818 0.172
C 2.395 3.793 -0.637
H 4.404 0.557 -7.248
H 2.943 0.236 -9.173
H 0.517 -0.107 -8.857
H -0.435 -0.069 -6.578
H 1.004 0.316 -4.644
H 5.170 2.400 -6.425
H 6.066 4.669 -6.343
H 6.111 5.920 -4.213
H 5.275 4.852 -2.145
H 4.367 2.576 -2.216
H 2.757 4.349 -4.262
H 2.787 5.081 -6.601
H 0.890 4.557 -8.093
H -1.048 3.290 -7.244
H -1.081 2.492 -4.923
H 0.575 5.644 -2.836
H 1.394 7.446 -1.385
H 2.865 6.931 0.530
H 3.524 4.598 0.995
H 2.701 2.771 -0.435
N 1.355 0.681 1.547
C 2.291 0.425 2.178
C 3.439 0.104 2.943
C 3.279 -0.538 4.177
C 4.408 -0.870 4.899
C 5.668 -0.567 4.394
C 5.819 0.070 3.167
C 4.703 0.412 2.428
H 2.292 -0.756 4.559
H 4.313 -1.361 5.856
H 6.546 -0.829 4.966
H 6.806 0.293 2.790
H 4.801 0.897 1.467